No. 1
19
Properties=species:S:1:pos:R:3:forces:R:3 method="wB97M-V/def2-TZVPD" total_charge=+1 homo_lumo_gap_ev=9.52 de_lowest_kcal_mol=34.0 e_homo_ev=-13.2 multiplicity=1 e_lumo_ev=-3.64
N -1.186 0.513 -0.330 0.35 1.02 -0.89
N -0.001 -0.769 2.015 1.18 -0.85 -0.55
N -0.385 -0.462 -2.289 -0.89 0.04 -1.60
C 1.325 0.239 0.200 -1.35 0.24 0.63
C 1.408 -0.411 1.586 -1.21 0.60 0.78
C 0.069 1.191 0.087 0.59 -0.27 0.15
C -1.360 -0.134 -1.449 0.91 -1.77 1.82
H 1.846 0.229 2.375 0.16 -0.24 -0.69
H -0.758 -1.007 -3.058 0.33 -0.16 0.00
H 0.114 -1.765 2.175 -0.88 0.00 0.24
H -2.010 0.761 0.197 -0.03 -0.47 0.21
H 0.387 0.106 -2.611 0.07 0.29 0.71
H 1.171 -0.604 -0.482 0.34 0.40 -0.16
H -2.191 -0.854 -1.474 -0.29 1.04 -0.32
H 1.959 -1.348 1.485 0.29 0.27 0.25
H -0.207 1.693 1.026 0.45 -0.27 -0.26
H 0.335 1.964 -0.624 -0.31 0.26 -0.29
H 2.216 0.821 -0.051 -0.07 -0.26 -0.10
H -0.293 -0.371 2.898 0.37 0.12 0.07

No. 2
99
Properties=species:S:1:pos:R:3:forces:R:3 method="wB97M-V/def2-TZVPD" smiles="C[C@H]1COC(=O)O1.C[C@H]1COC(=O)O1.C[C@H]1COC(=O)O1.O=S1(=O)OCCO1.O=S1(=O)OCCO1.O=S1(=O)OCCO1.O=S1(=O)OCCO1.O=S1(=O)OCCO1.ClC(Cl)Cl" total_charge=0 homo_lumo_gap_ev=10.07 e_homo_ev=-10.4 multiplicity=1 e_lumo_ev=-0.30
Cl 1.695 -0.460 -1.743 -0.61 0.80 0.36
Cl -0.254 0.027 0.442 0.26 0.02 -0.55
Cl 0.146 2.107 -1.512 0.74 1.47 -0.03
S -0.174 1.521 -8.051 4.24 -3.03 1.43
S 7.062 2.446 -5.173 -1.47 1.90 -0.86
S 2.894 -7.713 2.649 -0.75 -1.98 -0.46
S -4.589 0.457 6.337 0.69 -0.79 -2.55
S -6.382 0.900 -2.821 -1.85 0.15 -0.58
O 1.243 1.864 -8.312 -3.28 -1.12 0.41
O -1.440 -8.061 -2.436 -0.09 2.03 1.04
O 4.140 -0.400 7.468 0.92 -0.41 -1.94
O 6.727 2.030 -6.556 0.75 1.63 4.01
O 8.133 1.806 -4.472 -0.70 0.47 -0.46
O 2.460 -8.676 1.609 1.25 2.32 2.22
O 2.792 -6.189 2.025 1.33 -1.70 0.36
O -0.594 0.133 -8.876 -1.23 2.83 -0.95
O 5.829 -0.760 9.022 -5.28 2.68 -1.93
O -5.395 1.364 -4.092 -0.43 -1.29 1.83
O -6.854 -0.486 -2.939 1.26 3.25 -0.39
O -3.848 1.885 5.961 0.82 -0.89 2.32
O 4.152 -8.033 3.396 -4.16 1.84 -1.97
O 1.049 7.569 4.003 3.38 -0.36 -0.19
O -5.976 0.971 5.663 0.08 -2.18 -0.15
O 1.522 -7.472 3.619 1.62 -0.21 -0.04
O -0.920 7.867 3.391 -4.21 1.19 -1.61
O -0.205 0.519 -6.600 -0.21 3.00 -0.40
O -1.178 -5.819 -3.044 1.55 -5.87 -0.82
O -0.631 6.921 5.437 2.01 2.16 -4.87
O -4.804 0.335 7.752 0.59 0.14 -1.58
O -0.224 -7.607 -4.190 0.27 1.39 -0.87
O -3.985 -0.667 5.538 -1.83 3.58 2.52
O -7.529 1.963 -3.433 -0.87 -2.98 2.47
O 5.737 2.576 -4.283 -2.09 -3.89 -0.80
O 7.126 4.123 -4.961 2.21 -0.49 -1.39
O -1.088 2.609 -8.051 -0.58 -1.42 0.06
O 3.899 0.443 9.384 -0.47 1.74 3.37
O -5.973 1.341 -1.496 0.07 -0.26 -2.38
C -0.225 8.502 2.337 0.20 -1.18 -0.31
C -0.916 -7.061 -3.221 -2.49 4.70 1.54
C 2.017 7.269 1.707 -0.66 -2.10 0.27
C 6.453 4.618 -3.809 -0.95 -0.44 0.29
C 0.198 0.423 -1.243 -0.59 -1.61 -0.27
C 1.215 8.105 2.674 0.30 1.96 -0.40
C -0.020 -0.875 -6.794 0.69 1.15 -2.06
C 2.756 0.927 8.718 0.10 0.61 -2.25
C -6.983 3.168 -3.898 -1.21 -1.08 0.24
C 0.644 -6.479 3.045 0.15 -0.85 -0.58
C -5.814 2.604 -4.652 1.70 1.65 -0.44
C 2.046 -0.002 6.393 1.13 1.79 0.12
C 5.835 3.365 -3.149 1.84 1.34 0.59
C 4.719 -0.234 8.631 5.04 -3.49 1.82
C 0.140 -0.936 -8.389 0.57 -1.33 1.70
C -0.198 7.426 4.337 -1.39 -2.77 6.10
C -2.523 -9.752 -3.745 0.34 -0.55 0.07
C -4.423 2.542 4.860 -0.25 -1.83 -1.56
C 1.577 -5.539 2.327 -0.23 1.52 0.33
C -0.069 -8.996 -3.958 0.43 0.22 -0.31
C 3.172 0.630 7.279 -2.05 -1.67 -1.02
C -1.245 -9.298 -3.017 0.69 -1.63 -2.19
C -5.893 2.174 4.945 0.00 2.37 1.17
H 4.926 3.617 -2.602 -0.47 -0.48 -0.84
H -6.075 2.500 -5.705 0.17 -0.44 0.11
H -0.049 -9.448 -4.950 -0.18 -0.37 0.30
H -0.627 8.059 1.426 0.17 0.29 -0.16
H 1.162 -0.805 -8.743 0.23 -0.20 0.50
H 7.047 5.220 -3.121 0.49 -0.21 -0.38
H 1.180 -5.070 1.426 -0.08 -0.47 -0.14
H -4.228 3.611 4.772 0.16 -0.21 0.62
H 0.081 -5.941 3.807 0.31 -0.34 0.28
H 2.609 2.007 8.709 0.39 0.08 1.07
H -2.894 -9.050 -4.491 -0.14 0.60 0.59
H -0.587 0.093 -1.923 0.20 -0.67 0.49
H -6.353 2.882 5.634 -0.25 0.36 -0.18
H 6.487 2.898 -2.410 0.28 -0.05 -0.07
H 1.435 6.379 1.467 -0.42 -0.09 -0.28
H 1.781 -4.712 3.008 0.42 0.03 0.03
H 2.286 7.699 0.742 -0.07 0.56 0.39
H 2.506 -0.121 5.412 -0.09 -0.97 0.06
H -4.957 3.267 -4.536 0.08 0.03 -0.41
H -6.405 2.293 3.990 -0.02 -1.05 0.00
H -0.870 -10.051 -2.325 -0.51 0.20 0.44
H -0.891 -1.363 -6.356 0.07 -0.25 -0.40
H 1.799 0.473 8.977 0.40 -0.47 0.45
H -7.805 3.474 -4.545 0.49 0.76 -0.16
H -2.394 -10.627 -4.381 0.54 -0.39 0.36
H -6.865 3.837 -3.046 0.60 0.22 -0.29
H 3.652 1.461 6.762 -0.03 0.12 0.15
H 0.913 -9.050 -3.489 -0.05 -0.68 0.16
H 5.618 5.214 -4.177 0.12 0.21 -0.10
H -0.228 -1.899 -8.744 -0.38 0.40 -0.35
H 1.292 0.751 6.161 -0.30 0.05 0.48
H 1.604 -0.869 6.883 0.21 -0.05 -0.39
H 0.915 -1.188 -6.328 -0.13 -0.02 0.10
H -3.994 1.998 4.018 0.05 0.51 -0.61
H -0.335 9.587 2.359 -0.38 -0.16 0.08
H 1.675 9.092 2.724 0.73 -0.25 0.73
H 2.876 6.770 2.155 0.34 0.73 0.24
H -0.072 -6.965 2.383 0.13 -0.17 -0.07
H -3.245 -10.037 -2.979 -0.34 0.38 -0.27

No. 3
48
Properties=species:S:1:pos:R:3:forces:R:3 method="wB97M-V/def2-TZVPD" total_charge=-1 homo_lumo_gap_ev="6.55 / 6.91" de_lowest_kcal_mol=20.3 e_homo_ev="-4.5 / -4.9" multiplicity=3 e_lumo_ev="2.03 / 2.03"
Se -0.998 -2.478 -4.351 0.02 0.04 0.14
Ti -1.104 -0.704 0.327 0.04 0.03 -0.13
Cl 3.858 -0.165 0.124 0.01 0.00 -0.01
Cl -0.796 0.307 2.763 0.08 0.04 0.14
Cl 3.889 0.717 5.447 -0.01 0.00 -0.01
S -3.509 -4.018 -0.167 0.00 0.05 0.10
S 0.724 -4.871 0.152 0.01 -0.09 0.03
S 1.173 -7.167 -1.694 -0.02 -0.03 0.03
S -1.497 -5.909 -1.309 -0.01 -0.02 0.02
S -0.755 -2.830 1.685 -0.11 0.04 -0.03
O -4.263 -0.196 0.492 -0.15 -0.01 0.02
O 0.919 -0.172 0.460 0.14 0.02 0.26
N -1.174 1.508 -0.374 0.09 -0.13 -0.06
N -0.089 1.862 -1.235 -0.03 0.07 -0.04
N -1.006 -1.363 -1.624 0.03 -0.08 -0.07
C 3.003 0.460 3.967 0.02 0.00 0.03
C 1.622 0.466 3.988 -0.01 0.00 -0.03
C 3.693 0.258 2.782 0.02 0.00 -0.04
C 1.581 0.015 1.553 -0.03 -0.01 -0.10
C -3.722 -3.335 -1.832 -0.11 -0.01 -0.03
C -0.986 -1.813 -2.704 0.19 0.12 -0.20
C 0.908 3.421 0.455 0.03 0.00 0.04
C 0.471 3.202 -1.000 0.02 -0.01 0.01
C -0.555 4.252 -1.411 -0.01 0.04 -0.01
C -1.844 -4.561 -0.244 0.03 -0.02 -0.11
C 0.184 -6.054 -0.985 0.06 0.09 -0.09
C 2.993 0.050 1.609 0.00 0.00 0.02
C -3.162 -0.494 0.431 0.01 -0.09 0.04
C 0.962 0.255 2.795 -0.10 0.00 0.01
C 1.696 3.278 -1.905 0.04 -0.02 -0.05
C -0.803 -4.078 0.467 0.00 0.08 0.01
H 1.414 3.067 -2.938 0.01 0.01 0.03
H 2.147 4.271 -1.855 0.00 -0.02 0.00
H 1.462 4.358 0.546 -0.03 0.00 -0.01
H -0.872 4.084 -2.442 0.01 0.01 0.01
H -3.082 -2.471 -1.984 -0.17 -0.08 0.07
H -2.038 1.744 -0.846 -0.05 0.01 -0.03
H 1.556 2.608 0.790 -0.01 0.04 -0.01
H -0.129 5.254 -1.332 -0.01 -0.02 0.01
H 2.446 2.545 -1.597 -0.03 0.02 -0.02
H 0.060 3.494 1.144 0.02 -0.02 0.00
H 0.632 1.170 -1.051 0.04 -0.04 0.01
H -3.507 -4.081 -2.595 -0.01 0.01 0.00
H -1.144 2.034 0.498 0.00 0.03 0.04
H 4.774 0.264 2.768 -0.03 0.00 0.00
H 1.075 0.631 4.906 0.01 0.00 -0.03
H -4.768 -3.036 -1.906 0.01 -0.04 0.02
H -1.439 4.221 -0.768 0.01 0.00 -0.01

No. 4
25
Properties=species:S:1:pos:R:3:forces:R:3 method="wB97M-V/def2-TZVPD" smiles="FC(F)(F)C1=CNCC1.C=C(C)S" total_charge=0 homo_lumo_gap_ev=9.09 de_lowest_kcal_mol=4.5 e_homo_ev=-8.5 multiplicity=1 e_lumo_ev=0.63
S 1.452 2.794 -0.320 0.30 -1.16 -0.11
F -3.471 0.890 -0.814 0.79 -0.47 1.48
F -2.216 1.986 0.639 1.33 1.97 -1.43
F -3.751 0.961 1.375 -1.69 -2.02 0.44
N -0.049 -1.429 1.228 -0.34 -1.36 0.58
C 1.717 0.161 -1.701 1.59 -0.20 2.13
C -1.798 -0.179 0.531 -0.53 -2.55 -0.32
C -1.154 -0.683 1.594 -0.99 1.34 0.24
C 1.935 0.963 -0.658 -0.16 1.03 -0.72
C -0.391 -1.911 -0.124 2.07 1.45 -1.14
C -2.837 0.812 0.421 -0.46 2.57 0.43
C -1.241 -0.737 -0.746 0.03 -0.55 0.40
C 2.951 0.614 0.391 -0.23 -1.91 0.42
H 0.608 -2.050 -0.586 -0.87 -0.22 -0.39
H 1.052 0.354 -2.469 -1.03 0.32 -1.50
H 2.318 -0.777 -1.671 -0.77 0.66 -0.30
H -0.948 -2.836 -0.110 -0.32 -0.24 0.03
H 0.228 3.183 -0.793 0.45 -1.03 -0.19
H 2.582 1.054 1.302 0.39 0.11 0.62
H 0.265 -2.193 1.853 -0.52 0.93 -0.40
H 3.033 -0.541 0.586 -0.24 2.16 -0.63
H -2.026 -1.112 -1.418 0.28 0.05 0.23
H -0.757 0.120 -1.240 0.46 -0.83 -0.11
H -1.439 -0.435 2.611 0.46 -0.14 0.05
H 3.937 0.992 0.122 -0.01 0.10 0.19

no.,E_tot (eV)
1,-8806.26005
2,-175592.83602
3,-205643.08174
4,-28966.09814